Molecular formula: C3H5NO2
Method: DFT, ωB97M-V with the def2-TZVPD basis set

Structure (XYZ):
```
11
Properties=species:S:1:pos:R:3
C -1.268 0.250 -0.570
N 0.125 0.091 0.169
C 0.897 -0.717 -0.634
O 0.467 -1.117 -1.691
C 0.721 0.471 1.430
O 0.253 1.145 2.311
H -1.665 1.224 -0.330
H -1.918 -0.575 -0.260
H -1.255 0.166 -1.684
H 1.907 -0.988 -0.289
H 1.759 0.063 1.562
```

Its multiplicity is 1. As for the SMILES: CN(C=O)C=O. Its gap between HOMO and LUMO is 11.1 eV. Its energy above the lowest of the compared OMol25 structures with the same formula, charge and spin is 1.333 eV. The HOMO energy is -10.3 eV.

Molecular formula: C20H24BrNOP2Y
Method: DFT, ωB97M-V with the def2-TZVPD basis set

Structure (XYZ):
```
50
Properties=species:S:1:pos:R:3
C -1.515 3.388 -1.599
C -1.338 2.059 -1.197
C -0.026 1.495 -1.196
C 1.073 2.285 -1.683
C 0.850 3.637 -2.078
C -0.427 4.176 -2.001
C 2.349 1.697 -1.695
C 2.478 0.304 -1.668
C 1.355 -0.457 -1.199
C 1.450 -1.881 -1.153
C 2.660 -2.501 -1.472
C 3.779 -1.744 -1.832
C 3.698 -0.371 -1.964
H -2.524 3.827 -1.557
H 1.699 4.253 -2.406
H -0.617 5.210 -2.304
H 3.214 2.294 -1.992
H 2.725 -3.591 -1.387
H 4.708 -2.271 -2.048
H 4.571 0.215 -2.279
N 0.290 0.255 -0.617
Y 0.280 0.169 1.689
C -2.533 1.295 -0.653
H -2.614 0.295 -1.105
H -3.449 1.848 -0.900
C 0.272 -2.714 -0.677
H -0.657 -2.442 -1.204
H 0.469 -3.775 -0.872
P -2.391 1.110 1.185
P -0.019 -2.503 1.132
C 1.325 -3.526 1.845
H 1.216 -3.490 2.939
H 1.255 -4.573 1.509
H 2.310 -3.118 1.576
C -1.527 -3.462 1.477
H -1.402 -4.528 1.228
H -1.739 -3.349 2.552
H -2.364 -3.034 0.902
C -2.762 2.807 1.778
H -3.759 3.180 1.493
H -2.694 2.775 2.874
H -1.999 3.510 1.422
C -3.917 0.206 1.651
H -3.848 0.030 2.736
H -4.848 0.756 1.423
H -3.929 -0.774 1.152
C 2.830 0.532 1.284
O 3.096 -0.280 2.167
H 3.607 0.982 0.583
Br -0.662 -0.204 4.142
```

Its multiplicity is 1. Its net charge is +1. Its gap between HOMO and LUMO (spin up / spin down) is 5.1 / 5.1 eV. Its energy above the lowest of the compared OMol25 structures with the same formula, charge and spin is 1.002 eV. The HOMO energy (spin up / spin down) is -9.9 / -9.9 eV.

Molecular formula: C23H25FN4O3S
Method: DFT, ωB97M-V with the def2-TZVPD basis set

Structure (XYZ):
```
57
Properties=species:S:1:pos:R:3
O 2.400 0.287 -2.362
C 3.074 0.889 -1.543
N 4.340 0.619 -1.209
C 5.080 -0.521 -1.699
C 5.458 -1.444 -0.589
C 6.702 -1.826 -0.192
C 6.685 -2.701 0.918
C 5.428 -2.963 1.353
S 4.235 -2.157 0.412
C 2.516 2.070 -0.743
O 3.183 2.646 0.099
N 1.260 2.356 -1.100
C 0.396 3.218 -0.348
C -0.574 2.446 0.584
C 0.174 1.599 1.569
C 0.132 1.601 2.934
C 1.053 0.616 3.363
C 1.585 0.087 2.230
O 1.060 0.671 1.142
N -1.574 1.744 -0.221
C -2.934 1.873 0.271
C -3.890 1.382 -0.822
N -3.625 0.014 -1.201
C -4.315 -1.063 -0.682
C -4.245 -2.305 -1.334
C -4.953 -3.407 -0.905
C -5.788 -3.324 0.197
C -5.893 -2.117 0.860
C -5.167 -1.023 0.430
F -5.308 0.113 1.171
C -2.247 -0.128 -1.621
C -1.301 0.347 -0.511
H 4.736 1.200 -0.479
H 5.987 -0.185 -2.214
H 4.423 -1.019 -2.420
H 7.604 -1.499 -0.678
H 7.571 -3.109 1.370
H 5.120 -3.582 2.171
H 0.853 1.747 -1.800
H 1.037 3.863 0.259
H -0.200 3.823 -1.035
H -1.102 3.208 1.168
H -0.477 2.228 3.553
H 1.282 0.345 4.373
H 2.314 -0.682 2.065
H -3.143 2.924 0.478
H -3.095 1.294 1.195
H -4.925 1.502 -0.511
H -3.726 1.996 -1.715
H -3.630 -2.392 -2.217
H -4.861 -4.337 -1.445
H -6.348 -4.182 0.534
H -6.524 -2.003 1.728
H -2.019 -1.164 -1.860
H -2.093 0.488 -2.513
H -0.270 0.223 -0.839
H -1.458 -0.290 0.379
```

Its multiplicity is 1. As for the SMILES: O=C(NCc1cccs1)C(=O)NC[C@H](c1ccco1)N1CCN(c2ccccc2F)CC1. Its gap between HOMO and LUMO is 8.4 eV. Its energy above the lowest of the compared OMol25 structures with the same formula, charge and spin is 2.631 eV. The HOMO energy is -7.7 eV.

Molecular formula: C5H6N
Method: DFT, ωB97M-V with the def2-TZVPD basis set

Structure (XYZ):
```
12
Properties=species:S:1:pos:R:3
C -0.803 1.118 0.037
N -1.690 0.332 0.078
C -1.527 -1.024 -0.013
C 0.008 -1.259 -0.151
C 0.949 -0.143 0.118
C 0.529 1.408 -0.101
H -2.438 -1.521 0.054
H 0.484 -2.193 -0.079
H 1.004 -0.207 1.210
H 1.810 -0.454 -0.525
H 0.625 1.945 -1.152
H 1.049 1.997 0.525
```

Its multiplicity is 1. As for the SMILES: C1#[N+]C=CCC1. Its net charge is +1. Its gap between HOMO and LUMO (spin up / spin down) is 8.4 / 8.4 eV. Its energy above the lowest of the compared OMol25 structures with the same formula, charge and spin is 4.957 eV. The HOMO energy (spin up / spin down) is -14.1 / -14.1 eV.

Molecular formula: C4H7NO3
Method: DFT, ωB97M-V with the def2-TZVPD basis set

Structure (XYZ):
```
15
Properties=species:S:1:pos:R:3
C -1.236 1.410 0.128
C -1.641 -0.071 -0.006
C 0.717 -0.622 -0.021
C 1.215 0.849 0.115
H -2.114 2.129 0.885
H -0.255 1.671 0.683
H -1.446 1.437 -1.123
H -0.887 -1.879 -0.029
H 0.773 1.446 -0.573
H 0.821 1.081 1.071
H 3.021 -0.061 0.572
N -0.675 -0.872 -0.114
O -2.817 -0.344 -0.111
O 1.485 -1.589 0.191
O 2.642 0.793 -0.328
```

Its multiplicity is 1. Its gap between HOMO and LUMO is 10.1 eV. Its energy above the lowest of the compared OMol25 structures with the same formula, charge and spin is 6.445 eV. The HOMO energy is -10.1 eV.

Molecular formula: C21H59ClN5O10
Method: DFT, ωB97M-V with the def2-TZVPD basis set

Structure (XYZ):
```
96
Properties=species:S:1:pos:R:3
Cl 1.056 0.711 -0.396
O 0.445 0.417 -1.682
O 2.251 -0.057 -0.284
O 1.312 2.064 -0.252
O 0.130 0.348 0.656
C -1.110 3.727 -2.304
O -1.462 3.088 -1.061
H -0.066 3.510 -2.528
H -1.780 3.337 -3.071
H -1.331 4.793 -2.248
H -0.609 2.753 -0.774
C 0.486 -3.347 0.200
C -1.032 -3.229 -0.154
C -1.610 -4.604 -0.391
O -0.971 -5.159 -1.569
C -1.396 -6.490 -1.863
N -1.657 -2.536 0.965
H 0.989 -2.404 0.414
H 1.032 -3.822 -0.615
H 0.586 -4.079 1.002
H -1.128 -2.634 -1.062
H -2.680 -4.454 -0.539
H -1.441 -5.210 0.499
H -2.105 -6.432 -2.690
H -1.681 -6.964 -0.924
H -0.512 -6.929 -2.325
H -1.169 -1.684 1.200
H -1.554 -3.123 1.781
C -1.290 4.625 1.592
C -2.022 3.606 2.424
C -3.401 4.096 3.000
O -4.462 4.196 1.994
C -5.537 4.905 2.417
N -2.202 2.396 1.594
H -0.391 4.241 1.111
H -0.869 5.313 2.325
H -1.861 5.267 0.921
H -1.420 3.476 3.323
H -3.325 5.059 3.506
H -3.699 3.362 3.749
H -6.260 4.889 1.601
H -5.299 5.953 2.599
H -6.027 4.533 3.317
H -1.322 1.905 1.537
H -2.581 1.768 2.288
C -2.875 -0.922 -2.754
C -3.074 0.535 -2.362
C -4.350 1.069 -2.930
O -4.545 2.342 -2.328
C -5.543 3.083 -2.977
N -3.119 0.658 -0.868
H -3.611 -1.553 -2.257
H -1.844 -1.265 -2.667
H -3.127 -1.110 -3.798
H -2.251 1.171 -2.690
H -5.191 0.394 -2.771
H -4.146 1.205 -3.992
H -5.204 3.620 -3.863
H -5.979 3.783 -2.264
H -6.390 2.449 -3.240
H -2.216 0.236 -0.703
H -3.780 -0.043 -0.565
C 5.092 -2.525 -0.691
C 5.006 -2.379 -2.245
C 3.980 -3.359 -2.912
O 4.557 -4.667 -2.788
C 3.856 -5.632 -3.604
N 4.587 -0.990 -2.394
H 5.527 -1.756 -0.054
H 5.746 -3.369 -0.471
H 4.089 -2.755 -0.331
H 5.940 -2.602 -2.760
H 3.763 -3.151 -3.960
H 3.034 -3.284 -2.376
H 4.341 -6.597 -3.458
H 3.792 -5.505 -4.685
H 2.839 -5.728 -3.224
H 4.200 -0.932 -3.325
H 3.891 -0.763 -1.698
C 4.594 -0.547 3.991
C 3.210 0.084 3.994
C 3.285 1.599 3.616
O 3.883 2.334 4.692
C 4.093 3.665 4.457
N 2.369 -0.672 3.014
H 5.127 -0.085 3.160
H 4.552 -1.624 3.826
H 5.172 -0.316 4.885
H 2.799 0.071 5.003
H 2.271 1.947 3.419
H 3.828 1.779 2.689
H 4.797 3.804 3.637
H 4.535 4.145 5.330
H 3.118 4.028 4.130
H 2.790 -0.916 2.129
H 1.554 -0.136 2.752
```

Its multiplicity is 1. Its net charge is -1. Its gap between HOMO and LUMO is 8.2 eV. Its energy above the lowest of the compared OMol25 structures with the same formula, charge and spin is 0.000 eV. The HOMO energy is -5.7 eV.

Question: Which value of energy above the lowest of the compared OMol25 structures with the same formula, charge and spin does entry 4 give?
Answer: 4.957 eV